Record 1
Entry from the OMol25 dataset: a molecular structure, C32H47KN6SSi3 (ωB97M-V/def2-TZVPD).

Geometry as XYZ:
```
90
Properties=species:S:1:pos:R:3:mulliken_charge:R:1
K 0.32 -0.51 -0.26 0.616
C 3.73 1.04 -0.56 -0.955
C 3.60 0.87 0.93 0.707
C 4.45 1.54 1.81 -0.945
C 4.28 1.37 3.17 -0.784
C 3.26 0.54 3.63 -1.226
C 2.45 -0.09 2.69 0.184
N 2.64 0.06 1.37 0.648
C 1.30 -0.94 3.11 1.260
C 0.67 -0.75 4.34 -1.047
C -0.40 -1.56 4.66 -1.058
C -0.82 -2.53 3.77 -1.100
C -0.15 -2.64 2.56 0.716
N 0.89 -1.86 2.24 0.088
C -0.59 -3.61 1.51 -0.047
C -1.14 -4.84 1.84 -0.770
C -1.57 -5.66 0.81 -0.825
C -1.45 -5.23 -0.50 -1.004
C -0.87 -3.98 -0.75 0.552
C -0.69 -3.45 -2.13 -0.848
N -0.44 -3.21 0.25 0.927
H 4.67 1.50 -0.82 0.488
H 2.92 1.66 -0.93 -0.069
H 3.66 0.08 -1.08 0.142
H 5.22 2.19 1.43 0.502
H 4.93 1.87 3.88 0.428
H 3.11 0.38 4.68 0.513
H 0.98 0.04 5.00 0.315
H -0.93 -1.42 5.60 0.405
H -1.68 -3.15 3.98 0.442
H -1.23 -5.15 2.87 0.564
H -2.00 -6.63 1.02 0.432
H -1.78 -5.84 -1.32 0.509
H -1.02 -4.16 -2.89 0.469
H 0.36 -3.21 -2.32 0.042
H -1.28 -2.53 -2.25 -0.027
C -2.50 0.48 -3.00 -1.108
Si -2.82 0.85 -1.17 0.179
C -4.49 1.72 -1.10 -1.150
C -3.17 -0.88 -0.42 -0.627
C -1.45 1.76 -0.38 1.649
Si -1.64 2.20 1.37 0.154
C -2.48 0.82 2.37 -0.740
C -0.02 2.51 2.31 -0.577
C -2.68 3.75 1.71 -1.189
Si -0.53 2.86 -1.45 -0.987
C -1.57 4.12 -2.41 -1.167
C 0.79 3.91 -0.59 -1.193
C 0.53 1.98 -2.82 0.237
C 1.00 2.74 -3.90 -0.904
C 1.81 2.17 -4.86 -0.661
C 2.15 0.83 -4.74 -0.846
C 1.67 0.14 -3.64 -0.364
N 0.89 0.69 -2.71 1.142
H -3.37 -0.02 -3.43 0.479
H -1.63 -0.17 -3.13 0.121
H -2.31 1.38 -3.58 0.263
H -5.28 1.13 -1.59 0.361
H -4.44 2.69 -1.60 0.316
H -4.80 1.90 -0.07 0.289
H -3.56 -1.54 -1.21 0.356
H -3.95 -0.82 0.35 0.469
H -2.32 -1.37 0.04 -0.160
H -1.94 -0.13 2.28 -0.016
H -3.50 0.64 2.04 0.348
H -2.51 1.10 3.42 0.367
H 0.77 1.81 2.01 -0.175
H -0.18 2.38 3.38 0.359
H 0.36 3.52 2.15 0.448
H -3.68 3.64 1.30 0.281
H -2.23 4.63 1.23 0.296
H -2.76 3.96 2.78 0.323
H -2.17 4.68 -1.68 0.278
H -2.26 3.64 -3.10 0.330
H -0.98 4.85 -2.97 0.398
H 0.32 4.64 0.08 0.353
H 1.37 4.47 -1.33 0.347
H 1.48 3.31 0.01 0.167
H 0.72 3.78 -3.98 0.289
H 2.17 2.76 -5.70 0.430
H 2.78 0.33 -5.46 0.462
H 1.94 -0.90 -3.50 0.095
N 2.90 -2.69 0.04 -0.239
C 2.85 -3.58 -0.97 0.247
N 2.28 -4.76 -0.67 -0.293
S 3.46 -3.25 -2.49 -0.358
H 2.22 -2.68 0.80 0.355
H 3.30 -1.79 -0.18 -0.104
H 1.88 -4.95 0.23 0.197
H 2.16 -5.43 -1.41 0.228
```

Summary:
- Spin multiplicity: 1
- M: 671.19 g mol⁻¹
- E_LUMO: -0.401 eV
- Largest force on an atom: 0.2 eV/A
- Energy: -3442.92402 a.u.
- Net charge: 0
- E_HOMO: -6.41 eV
- ΔE to the lowest compared entry with this formula, charge and spin: 0.0 kJ/mol



Record 2
Entry from the OMol25 dataset: a molecular structure, C32H48AsCl2N3O3SbTi (ωB97M-V/def2-TZVPD).

Geometry as XYZ:
```
91
Properties=species:S:1:pos:R:3:mulliken_charge:R:1
Ti -1.32 -0.28 3.07 0.546
O -6.97 3.68 3.54 -0.705
C -6.60 3.20 2.46 0.435
O -6.97 3.34 1.29 -0.704
C -5.42 2.19 2.62 -0.520
C -4.90 1.54 1.51 -0.763
C -3.83 0.69 1.67 0.266
N -3.27 0.52 2.87 0.000
C -3.80 1.08 3.97 0.192
C -4.89 1.92 3.88 -0.579
C -3.18 0.58 5.21 0.787
C -3.56 0.98 6.48 -0.707
C -2.96 0.36 7.57 -0.420
C -2.01 -0.62 7.37 -0.849
C -1.66 -0.95 6.07 -0.088
N -2.23 -0.35 5.02 0.286
C -3.26 -0.21 0.64 0.590
C -3.85 -0.41 -0.60 -0.610
C -3.32 -1.37 -1.44 -0.735
C -2.22 -2.11 -1.03 -0.593
C -1.67 -1.83 0.21 -0.244
N -2.17 -0.91 1.03 0.601
H -5.39 1.73 0.56 0.647
H -5.37 2.39 4.72 0.611
H -4.31 1.75 6.61 0.441
H -3.25 0.65 8.57 0.469
H -1.55 -1.14 8.20 0.415
H -0.90 -1.69 5.85 0.473
H -4.72 0.16 -0.88 0.411
H -3.77 -1.55 -2.41 0.494
H -1.78 -2.87 -1.64 0.549
H -0.79 -2.36 0.56 0.353
Cl -0.03 0.92 0.57 0.099
C 0.77 2.36 1.16 -1.231
Cl 0.02 -2.11 3.19 -0.542
H 0.02 3.05 1.54 0.587
H 1.29 2.82 0.31 0.525
C 0.97 -0.28 -5.68 -1.627
C 0.15 -0.67 -4.45 1.696
C -0.78 -1.83 -4.80 -1.723
C -0.73 0.52 -4.03 -1.599
Sb 1.30 -1.24 -2.67 0.889
C 2.31 -3.09 -3.27 1.578
C 1.30 -4.22 -3.04 -1.694
C 2.83 -3.15 -4.71 -1.669
C 3.48 -3.31 -2.31 -1.919
C 2.93 0.23 -2.62 1.895
C 4.00 0.08 -3.70 -1.716
C 2.32 1.63 -2.69 -1.878
C 3.58 0.07 -1.24 -1.652
H 0.29 -0.05 -6.51 0.519
H 1.63 -1.08 -6.01 0.222
H 1.57 0.61 -5.51 0.274
H -1.48 -1.51 -5.58 0.522
H -1.37 -2.16 -3.94 0.148
H -0.24 -2.70 -5.19 0.345
H -1.39 0.80 -4.85 0.479
H -0.14 1.40 -3.77 0.285
H -1.35 0.27 -3.17 0.204
H 0.42 -4.12 -3.68 0.330
H 0.96 -4.24 -2.00 0.293
H 1.76 -5.18 -3.26 0.475
H 2.02 -3.10 -5.44 0.292
H 3.34 -4.11 -4.87 0.533
H 3.54 -2.36 -4.93 0.241
H 3.18 -3.23 -1.26 0.342
H 4.30 -2.61 -2.48 0.317
H 3.89 -4.32 -2.45 0.525
H 3.59 0.15 -4.71 0.264
H 4.53 -0.87 -3.62 0.288
H 4.75 0.88 -3.59 0.525
H 1.91 1.86 -3.67 0.368
H 3.08 2.38 -2.46 0.499
H 1.51 1.74 -1.96 0.221
H 4.05 -0.90 -1.10 0.127
H 2.82 0.20 -0.46 0.130
H 4.35 0.84 -1.11 0.568
C 1.91 3.88 3.50 -1.230
As 2.12 2.24 2.55 0.894
C 2.28 0.80 3.78 -1.049
C 3.81 2.33 1.67 -1.165
O -0.49 1.07 3.42 -0.488
H 2.73 3.98 4.21 0.426
H 0.96 3.86 4.03 0.389
H 1.93 4.71 2.80 0.420
H 3.31 0.86 4.15 0.543
H 2.11 -0.14 3.27 0.252
H 1.55 0.93 4.57 0.319
H 4.56 2.63 2.41 0.501
H 3.79 3.07 0.87 0.427
H 4.07 1.35 1.26 0.355
```

Summary:
- Spin multiplicity: 1
- M: 838.21 g mol⁻¹
- E_LUMO: -3.729 eV
- Largest force on an atom: 0.6 eV/A
- Energy: -5883.91918 a.u.
- Net charge: +1
- E_HOMO: -9.98 eV
- ΔE to the lowest compared entry with this formula, charge and spin: 94.1 kJ/mol



Record 3
Entry from the OMol25 dataset: a molecular structure, C32H48BF7IrN6O5P2S3 (ωB97M-V/def2-TZVPD).

Geometry as XYZ:
```
105
Properties=species:S:1:pos:R:3:lowdin_spin:R:1
Ir 0.44 -0.40 -0.49 2.503
F 5.02 1.97 -1.74 0.007
C 5.57 1.33 -0.71 0.006
F 6.53 0.52 -1.20 0.003
F 6.19 2.26 0.03 0.002
C 4.59 0.55 0.14 0.045
C 5.09 0.04 1.34 -0.006
C 4.29 -0.71 2.16 0.048
C 2.98 -0.95 1.77 0.005
N 2.51 -0.49 0.63 0.105
C 3.28 0.25 -0.19 0.039
S 2.37 0.74 -1.60 0.690
H 6.11 0.26 1.62 -0.001
H 4.65 -1.09 3.11 0.003
H 2.28 -1.50 2.38 0.000
F 0.78 0.47 3.34 0.000
B 0.88 1.61 2.57 0.002
F 0.40 1.31 1.23 0.050
F 2.21 2.00 2.43 0.001
F 0.09 2.64 3.05 0.002
C -3.40 -4.36 1.38 0.003
C -3.78 -3.42 2.51 0.000
C -4.51 -2.18 2.04 -0.001
O -2.58 -3.10 3.25 0.016
P -1.59 -1.89 3.09 0.027
S -2.22 -0.14 3.62 0.450
S -1.21 -1.61 1.15 0.523
O -0.35 -2.36 3.92 0.002
C 0.34 -3.64 3.89 0.000
C 0.50 -4.19 2.48 0.008
C -0.35 -4.61 4.83 0.000
H -4.30 -4.66 0.84 0.000
H -2.93 -5.27 1.78 0.000
H -2.70 -3.89 0.69 0.004
H -4.39 -3.94 3.24 0.000
H -3.94 -1.62 1.30 -0.001
H -4.74 -1.52 2.88 0.000
H -5.45 -2.50 1.59 0.000
H 1.32 -3.38 4.29 0.000
H -0.46 -4.49 2.05 0.002
H 1.14 -5.07 2.52 0.000
H 0.96 -3.46 1.81 0.004
H -1.32 -4.91 4.44 0.000
H -0.49 -4.15 5.81 0.000
H 0.28 -5.49 4.95 0.000
O -0.57 1.54 -1.46 0.068
P -0.87 3.01 -1.30 0.007
N -1.62 3.57 -2.68 0.006
C -1.02 3.20 -3.99 0.000
C -2.18 2.64 -4.81 0.000
C -3.38 3.39 -4.24 0.000
C -3.08 3.39 -2.75 0.000
N -1.87 3.28 -0.04 0.000
C -2.67 2.23 0.61 0.001
C -3.59 3.02 1.55 0.000
C -2.75 4.24 1.89 0.000
C -2.12 4.60 0.55 0.000
N 0.40 4.01 -1.09 0.001
C 1.32 3.78 0.06 0.014
C 2.53 4.68 -0.24 0.001
C 2.10 5.57 -1.41 0.000
C 1.12 4.69 -2.17 0.001
H -0.22 2.48 -3.86 0.000
H -0.60 4.09 -4.48 0.000
H -2.29 1.57 -4.63 0.000
H -2.04 2.79 -5.87 0.000
H -4.34 2.91 -4.46 0.000
H -3.41 4.41 -4.62 0.000
H -3.39 2.44 -2.31 0.000
H -3.59 4.19 -2.20 0.000
H -2.03 1.55 1.16 0.001
H -3.24 1.65 -0.12 0.000
H -3.88 2.43 2.42 0.000
H -4.50 3.33 1.02 0.000
H -1.96 3.96 2.60 0.000
H -3.32 5.07 2.31 0.000
H -1.20 5.17 0.63 0.000
H -2.83 5.17 -0.07 0.000
H 1.62 2.74 0.13 0.012
H 0.82 4.04 0.99 0.001
H 3.39 4.07 -0.52 0.001
H 2.83 5.26 0.63 0.000
H 2.94 5.89 -2.03 0.000
H 1.58 6.45 -1.05 0.000
H 1.66 3.98 -2.81 0.001
H 0.43 5.26 -2.78 0.000
O 3.27 -1.80 -2.06 0.071
C 2.42 -2.63 -1.82 0.012
N 1.17 -2.40 -1.27 0.110
C 0.48 -3.59 -1.24 0.013
O -0.69 -3.73 -0.90 0.026
C 1.36 -4.69 -1.73 0.005
C 1.14 -6.04 -1.88 0.001
C 2.18 -6.80 -2.40 0.000
C 3.39 -6.21 -2.77 0.001
C 3.60 -4.84 -2.62 0.001
C 2.56 -4.10 -2.09 0.010
H 0.19 -6.49 -1.60 0.000
H 2.06 -7.87 -2.53 0.000
H 4.18 -6.83 -3.18 0.000
H 4.53 -4.37 -2.91 0.000
N -1.33 -1.01 -1.82 0.078
H -2.12 -0.45 -1.54 0.005
H -1.52 -2.00 -1.64 0.004
H -1.15 -0.85 -2.80 0.003
```

Summary:
- Expectation value of S²: 8.777
- Spin multiplicity: 6
- M: 1090.94 g mol⁻¹
- E_LUMO (alpha / beta): 0.065 / -2.558 eV
- Largest force on an atom: 0.8 eV/A
- Energy: -4658.81583 a.u.
- Net charge: 0
- E_HOMO (alpha / beta): -7.38 / -8.41 eV
- ΔE to the lowest compared entry with this formula, charge and spin: 19.1 kJ/mol



Record 4
Entry from the OMol25 dataset: a molecular structure, C32H48CaNO27 at a distorted geometry (ωB97M-V/def2-TZVPD).

Geometry as XYZ:
```
109
Properties=species:S:1:pos:R:3:mulliken_charge:R:1
Ca -2.16 -2.14 -0.64 1.938
N -0.18 -0.07 -0.67 0.583
O -1.32 0.21 -1.11 -0.776
O 0.77 0.64 -0.90 -0.047
O -0.19 -1.10 0.05 -0.253
C 2.57 -4.65 2.05 -1.427
C 2.34 -4.39 0.57 0.817
C 2.20 -5.63 -0.29 -0.656
O 0.88 -5.54 -0.81 -0.400
C 0.28 -4.41 -0.41 0.108
O -0.86 -4.09 -0.67 -0.751
O 1.10 -3.71 0.36 0.577
H 3.63 -4.84 2.23 0.449
H 2.08 -5.55 2.42 0.518
H 2.25 -3.80 2.65 0.022
H 3.12 -3.75 0.17 0.074
H 2.36 -6.57 0.24 0.372
H 2.91 -5.57 -1.11 0.333
C -1.49 -3.81 6.11 -1.612
C -0.86 -4.12 4.73 0.549
C -1.44 -5.33 3.96 -0.337
O -1.69 -4.80 2.67 -0.314
C -1.62 -3.47 2.68 0.292
O -1.87 -2.82 1.69 -0.459
O -1.13 -3.04 3.84 -0.064
H -1.02 -3.00 6.67 0.361
H -1.46 -4.64 6.82 0.409
H -2.54 -3.51 6.08 0.362
H 0.20 -4.21 4.93 0.133
H -2.38 -5.68 4.40 0.301
H -0.65 -6.08 4.01 0.310
C 2.70 0.25 -3.80 -1.381
C 3.22 -0.62 -2.65 1.255
C 2.29 -1.80 -2.30 0.648
O 3.09 -2.97 -2.43 -0.343
C 4.29 -2.62 -3.02 0.473
O 5.11 -3.40 -3.40 -0.539
O 4.38 -1.29 -3.09 -0.410
H 3.45 0.85 -4.31 0.402
H 1.93 0.93 -3.42 0.075
H 2.19 -0.33 -4.57 0.431
H 3.47 0.01 -1.80 -0.301
H 1.50 -1.88 -3.06 0.220
H 1.82 -1.72 -1.33 -0.589
C 2.92 -0.31 1.89 -0.575
C 2.13 0.06 3.12 0.697
C 0.77 -0.66 3.31 0.985
O 0.87 -1.31 4.54 -0.337
C 2.04 -1.01 5.14 0.474
O 2.40 -1.43 6.21 -0.563
O 2.83 -0.28 4.31 -0.461
H 3.96 0.01 1.96 0.536
H 2.43 0.19 1.05 -0.223
H 2.89 -1.39 1.72 -0.073
H 1.97 1.13 3.03 -0.084
H 0.75 -1.48 2.58 -0.686
H -0.02 0.08 3.28 0.179
C -3.00 4.41 1.73 -1.383
C -1.91 3.50 2.34 0.318
C -1.42 2.41 1.41 0.113
O -0.06 2.25 1.80 0.238
C 0.34 3.42 2.35 0.248
O 1.49 3.75 2.49 -0.515
O -0.72 4.20 2.62 -0.363
H -3.97 3.92 1.67 0.380
H -2.72 4.91 0.81 0.215
H -3.10 5.23 2.45 0.421
H -2.25 3.14 3.32 0.336
H -1.36 2.77 0.38 -0.397
H -2.04 1.51 1.46 0.362
C -6.69 -0.85 -5.47 -1.405
C -6.30 -0.12 -4.19 0.367
C -7.00 -0.76 -2.96 -0.445
O -5.90 -1.26 -2.20 -0.320
C -4.75 -0.95 -2.79 0.528
O -3.64 -1.14 -2.33 -0.582
O -4.94 -0.33 -3.94 -0.340
H -6.46 -1.91 -5.33 0.376
H -6.23 -0.37 -6.33 0.354
H -7.74 -0.67 -5.69 0.408
H -6.51 0.95 -4.28 0.331
H -7.71 -1.52 -3.30 0.303
H -7.60 -0.04 -2.40 0.305
C 3.50 2.67 -0.79 -1.042
C 3.84 4.14 -0.53 0.505
C 2.67 5.07 -0.37 0.277
O 2.95 5.80 0.81 -0.391
C 4.04 5.31 1.39 0.635
O 4.57 5.80 2.34 -0.560
O 4.42 4.18 0.75 -0.401
H 2.70 2.36 -0.11 -0.115
H 4.32 2.03 -0.47 0.488
H 3.15 2.43 -1.80 0.322
H 4.51 4.45 -1.33 0.282
H 1.74 4.53 -0.14 -0.314
H 2.43 5.74 -1.20 0.275
C -1.72 2.64 -3.78 -1.740
C -0.90 3.27 -2.67 2.349
C 0.27 4.23 -3.09 0.046
O -0.02 5.43 -2.37 -0.375
C -1.21 5.42 -1.83 0.631
O -1.69 6.31 -1.20 -0.562
O -1.74 4.20 -2.02 -0.462
H -2.30 1.89 -3.23 0.261
H -1.09 2.17 -4.54 0.384
H -2.52 3.21 -4.25 0.405
H -0.57 2.57 -1.90 -1.221
H 0.39 4.30 -4.17 0.284
H 1.25 3.87 -2.77 -0.036
```

Summary:
- Spin multiplicity: 1
- M: 918.79 g mol⁻¹
- E_LUMO: -3.207 eV
- Largest force on an atom: 2.5 eV/A
- Energy: -4011.93683 a.u.
- Net charge: +1
- E_HOMO: -11.76 eV
- ΔE to the lowest compared entry with this formula, charge and spin: 24.1 kJ/mol